(1)
C4H8O2 in the gas phase. Source: the Open Molecules 2025 dataset; level of theory: the ωB97M-V functional and the def2-TZVPD basis.

```
! wB97M-V def2-TZVPD RIJCOSX def2/J DEFGRID3
* xyz 0 1
O -0.50590 1.87413 0.24072
C -0.29317 0.79946 -0.28840
C -1.05988 0.36548 -1.50809
H -1.20087 -0.71479 -1.55239
C 0.30321 -0.37112 1.74722
H 1.05470 -0.84962 2.37284
H -0.49960 0.66009 -2.40308
C 0.76233 -0.13880 0.31821
H -0.56692 -1.03260 1.75014
O 0.89721 -1.35944 -0.38096
H 1.38701 -1.18837 -1.19587
H 1.71500 0.41520 0.33631
H -2.01668 0.88948 -1.53053
H 0.02356 0.65088 2.09389
*
```

SMILES string   CC(=O)[C@@H](C)O
Maximum force   1.066 eV/Å
HOMO energy   -9.50 eV

***

(2)
2 unconnected molecules or ions with the total composition C4H8O2. Source: the Open Molecules 2025 dataset; level of theory: the ωB97M-V functional and the def2-TZVPD basis.

```
! wB97M-V def2-TZVPD RIJCOSX def2/J DEFGRID3
* xyz 0 1
O 1.12244 0.28727 1.13073
H -0.46796 -1.42905 -1.75864
H 2.76171 -0.33842 0.12571
C -0.24937 -1.24972 -0.69995
H -0.78435 -2.02215 -0.12242
C 1.70519 -0.19503 -0.06924
H -1.35595 0.63624 -0.93559
H -1.78935 1.96234 0.64181
C -0.74275 0.08638 -0.24216
H -2.17287 1.34471 0.45063
C -0.17079 0.57641 0.89461
H -0.61691 1.06505 1.75359
H 1.53266 0.56372 -0.85468
O 1.14289 -1.41164 -0.41939
*
```

SMILES string   C1=COCOC1.[H][H]
Maximum force   1.031 eV/Å
HOMO energy   -8.60 eV

***

(3)
2 unconnected molecules or ions with the total composition C4H8O2. Source: the Open Molecules 2025 dataset; level of theory: the ωB97M-V functional and the def2-TZVPD basis.

```
! wB97M-V def2-TZVPD RIJCOSX def2/J DEFGRID3
* xyz 0 1
O 1.81719 -0.21282 1.11071
O -0.01456 -1.83883 1.56274
C 0.69753 0.26463 1.04242
H 0.97405 -1.78990 1.38416
C -0.89645 -0.68305 -1.69714
H 1.14351 2.35544 1.03654
H -1.12161 0.22225 -2.26686
H -0.59916 1.95453 0.81092
H -1.33942 -0.60286 -0.69807
C -0.52582 -0.66239 1.45619
H 0.57308 1.69322 -0.50162
H 0.18846 -0.81036 -1.62249
C 0.42818 1.66156 0.58564
H -1.32497 -1.55141 -2.20314
*
```

Maximum force   0.547 eV/Å
HOMO energy   -9.05 eV